14
Properties=species:S:1:pos:R:3 method="wB97M-V/def2-TZVPD" homo_energy_ev=-6.938 lumo_energy_ev=-3.07 total_energy_ev=-11309.3225 e_above_lowest_kcal_mol=270.3
C -1.039 -0.329 0.021
C -0.663 -1.614 0.064
C 0.652 -1.680 -0.075
C 1.185 -0.252 0.060
H -0.919 2.303 0.770
H -0.178 2.321 -0.883
H -2.883 -0.600 1.393
H -1.210 -2.496 -0.197
H 1.333 -2.567 0.600
H 2.471 1.310 0.519
N -0.138 2.047 0.183
N 0.069 0.592 -0.016
O -2.275 0.302 -0.315
O 2.408 0.262 -0.158